DFT (ωB97M-V with the def2-TZVPD basis set) results for C43H56BrO4P2PdSbSi3 as an isolated structure.

CARTESIAN COORDINATES (ANGSTROEM)
1 Pd -2.5856 0.2275 -0.1281
2 C -3.8437 3.9886 -5.3304
3 Si -3.8290 2.3128 -4.4324
4 C -2.9540 1.1161 -5.6148
5 C -5.6700 1.8602 -4.4685
6 Sb -2.9133 2.4059 -2.0789
7 Si -3.5483 -1.5145 -1.2466
8 C -2.5235 -1.9558 -2.7878
9 C -5.2646 -1.0963 -1.9245
10 C -3.7965 -3.1673 -0.3375
11 Si -1.0350 3.9525 -2.7706
12 C -0.1660 3.7432 -4.4541
13 C -1.5920 5.7653 -2.7735
14 C 0.3540 3.8530 -1.4951
15 H -4.3221 3.8631 -6.3088
16 H -2.8543 4.4171 -5.4897
17 H -4.4304 4.7083 -4.7543
18 H -3.3963 1.1283 -6.6176
19 H -3.0012 0.0958 -5.2279
20 H -1.8976 1.3853 -5.6995
21 H -6.0350 1.8848 -5.5018
22 H -6.2281 2.6019 -3.8915
23 H -5.8949 0.8801 -4.0491
24 H -3.0114 -2.7622 -3.3493
25 H -2.4337 -1.0797 -3.4347
26 H -1.5111 -2.2769 -2.5363
27 H -5.1734 -0.2983 -2.6634
28 H -5.9187 -0.7429 -1.1248
29 H -5.7283 -1.9660 -2.4048
30 H -2.8932 -3.4680 0.1964
31 H -4.0697 -3.9681 -1.0353
32 H -4.5961 -3.0619 0.4003
33 H -0.8651 3.8049 -5.2900
34 H 0.3710 2.7971 -4.5371
35 H 0.5664 4.5508 -4.5692
36 H -2.3929 5.9362 -3.4950
37 H -0.7560 6.4318 -3.0158
38 H -1.9752 6.0298 -1.7858
39 H 0.8912 2.9052 -1.5824
40 H -0.0519 3.9082 -0.4839
41 H 1.0729 4.6682 -1.6335
42 Br 4.4788 4.1298 3.7212
43 C 2.7665 3.4314 3.2357
44 C 1.7275 3.5105 4.1476
45 C 0.4927 2.9881 3.7919
46 C 0.2920 2.4101 2.5444
47 C 1.3520 2.3556 1.6488
48 C 2.6010 2.8594 1.9880
49 C -1.0727 1.8149 2.1841
50 O -1.8482 1.5905 3.1193
51 O -1.2471 1.6543 0.9406
52 H 1.8888 3.9583 5.1194
53 H -0.3429 3.0050 4.4804
54 H 1.1850 1.9067 0.6803
55 H 3.4295 2.7980 1.2953
56 C 2.5007 -1.9271 1.4220
57 P 0.8213 -1.4339 0.7705
58 C 1.2237 -1.0258 -0.9715
59 C 0.4612 -0.0245 -1.5713
60 C 0.5895 0.2417 -2.9282
61 C 1.5218 -0.4419 -3.6887
62 C 2.3353 -1.3969 -3.0889
63 C 2.1803 -1.6895 -1.7433
64 C 0.1873 -3.1606 0.6434
65 C -0.1445 -3.7679 1.8556
66 C -0.5747 -5.0834 1.9029
67 C -0.7032 -5.8145 0.7289
68 C -0.4029 -5.2154 -0.4838
69 C 0.0416 -3.8995 -0.5266
70 P 3.5201 -0.4780 1.9534
71 C 2.9685 -0.3014 3.6965
72 C 1.6590 -0.5769 4.0865
73 C 1.2627 -0.4007 5.4055
74 C 2.1637 0.0623 6.3513
75 C 3.4635 0.3677 5.9676
76 C 3.8591 0.1920 4.6516
77 C 5.1109 -1.3736 2.2309
78 C 6.2104 -1.0172 1.4565
79 C 7.4212 -1.6903 1.5808
80 C 7.5446 -2.7289 2.4894
81 C 6.4541 -3.0930 3.2724
82 C 5.2500 -2.4208 3.1428
83 H 3.0804 -2.4856 0.6840
84 H 2.3344 -2.5902 2.2757
85 H -0.2215 0.5898 -0.9852
86 H -0.0742 0.9756 -3.3686
87 H 1.6196 -0.2326 -4.7478
88 H 3.0760 -1.9284 -3.6753
89 H 2.7961 -2.4639 -1.3006
90 H -0.0878 -3.1852 2.7677
91 H -0.8390 -5.5291 2.8544
92 H -1.0625 -6.8361 0.7589
93 H -0.5312 -5.7657 -1.4084
94 H 0.2523 -3.4447 -1.4837
95 H 0.9243 -0.9007 3.3590
96 H 0.2336 -0.6021 5.6762
97 H 1.8502 0.2074 7.3782
98 H 4.1689 0.7575 6.6917
99 H 4.8744 0.4418 4.3637
100 H 6.1117 -0.2029 0.7477
101 H 8.2662 -1.3994 0.9686
102 H 8.4862 -3.2549 2.5911
103 H 6.5447 -3.9040 3.9850
104 H 4.4060 -2.7027 3.7619
105 C -3.0193 -1.7045 3.4902
106 O -2.5483 -1.4115 2.1826
107 C -3.4293 -0.6969 1.4030
108 O -4.5752 -0.5635 1.7758
109 H -2.2006 -2.2152 3.9997
110 H -3.9009 -2.3498 3.4625
111 H -3.2608 -0.7808 4.0163

Computed properties:
net charge: -2
F_max: 0.012 Eh/bohr
lowest unoccupied orbital energy: 3.61 eV
multiplicity: 1
energy: -6466.6372 Ha